[1]
Here is 12 unconnected molecules or ions with the total composition C29H47N12O3P in a non-equilibrium geometry from the OMol25 dataset. Energies are from ωB97M-V with the def2-TZVPD basis set.

```
! RIJCOSX wB97M-V def2-TZVPD def2/J DEFGRID3
* xyz 0 1
N 1.316 -0.831 2.411
P -0.101 -0.202 2.110
C 0.031 1.621 2.004
C 1.407 2.283 2.054
C 0.892 3.747 1.956
O 1.398 4.673 2.410
O -0.288 3.763 1.305
C -0.542 2.405 0.815
C 0.156 2.383 -0.545
C 0.364 0.992 -1.190
C 1.656 1.015 -2.039
O 1.515 1.746 -3.227
H 1.310 -1.376 3.264
H -0.571 -0.708 0.878
H -1.033 -0.605 3.092
H -0.515 2.017 2.859
H 2.113 1.969 1.306
H 1.760 2.141 3.066
H -1.612 2.266 0.714
H 1.091 2.930 -0.552
H -0.496 2.928 -1.219
H -0.440 0.829 -1.901
H 0.507 0.178 -0.487
H 2.449 1.452 -1.441
H 1.922 -0.035 -2.200
H 0.961 1.246 -3.847
C -1.660 -3.688 0.280
C -1.391 -3.588 1.710
N -1.182 -3.516 2.838
H -0.815 -4.125 -0.246
H -2.533 -4.309 0.081
H -1.844 -2.708 -0.158
C -0.479 4.642 5.591
C -0.838 3.232 5.566
N -1.141 2.125 5.543
H -0.704 5.086 6.560
H 0.581 4.801 5.394
H -1.038 5.196 4.838
C 3.762 -2.914 -1.318
C 2.392 -2.815 -0.844
N 1.319 -2.741 -0.443
H 3.905 -2.347 -2.238
H 4.454 -2.528 -0.584
H 4.040 -3.948 -1.517
C -3.431 4.350 2.745
C -3.813 4.911 4.034
N -4.083 5.352 5.059
H -4.034 4.768 1.940
H -2.385 4.558 2.513
H -3.562 3.269 2.726
C -0.785 -2.970 -3.942
C -0.512 -1.585 -4.277
N -0.297 -0.486 -4.532
H -1.830 -3.214 -4.094
H -0.196 -3.649 -4.558
H -0.546 -3.175 -2.900
C -2.436 2.277 -5.925
C -2.139 2.350 -4.504
N -1.890 2.412 -3.386
H -1.643 1.757 -6.461
H -3.368 1.741 -6.104
H -2.537 3.271 -6.356
C 6.256 -1.443 2.173
C 6.364 -2.351 1.044
N 6.448 -3.067 0.149
H 7.245 -1.127 2.530
H 5.701 -0.545 1.904
H 5.732 -1.915 3.005
C -3.264 -5.664 -6.151
C -3.389 -5.283 -4.755
N -3.489 -4.988 -3.650
H -3.802 -4.976 -6.797
H -2.225 -5.670 -6.475
H -3.671 -6.662 -6.315
C -5.292 0.760 4.787
C -4.835 0.994 3.426
N -4.461 1.182 2.357
H -5.089 -0.264 5.096
H -4.787 1.426 5.486
H -6.364 0.931 4.874
C 9.500 -0.564 5.620
C 9.025 -0.206 4.294
N 8.649 0.077 3.246
H 8.767 -1.176 6.146
H 10.428 -1.130 5.563
H 9.686 0.324 6.222
C -4.684 -1.277 -6.377
C -3.486 -2.098 -6.453
N -2.537 -2.741 -6.511
H -5.364 -1.648 -5.611
H -4.434 -0.246 -6.129
H -5.218 -1.273 -7.326
*
```

total energy: -2357.22234 a.u.
frontier orbital gap: 7.99 eV
strongest force on any atom: 4.94 eV/Å

---

[2]
Here is a molecular structure, C5H12N5 in a non-equilibrium geometry from the OMol25 dataset. Energies are from ωB97M-V with the def2-TZVPD basis set.

```
! RIJCOSX wB97M-V def2-TZVPD def2/J DEFGRID3
* xyz 1 1
C -1.961 2.696 -1.559
C -0.494 2.405 -1.204
C -0.917 2.620 -2.633
C 1.955 -2.302 1.690
C 1.059 -1.408 0.921
N -2.554 1.443 -1.236
N -0.529 1.068 -0.736
N -1.687 0.576 -0.807
N 1.303 -0.247 0.474
N 1.146 -3.205 2.476
H -2.527 3.587 -1.345
H 0.204 3.066 -0.716
H -0.924 1.774 -3.304
H -0.621 3.555 -3.079
H 2.708 -1.721 2.251
H 2.503 -2.896 0.944
H 0.062 -1.808 0.749
H 0.477 0.374 -0.114
H 2.224 0.157 0.625
H 1.621 -4.067 2.707
H 0.807 -2.780 3.329
H -3.540 1.243 -1.246
*
```

total energy: -471.18034 a.u.
frontier orbital gap: 9.94 eV
strongest force on any atom: 1.07 eV/Å
energy relative to the best compared isomer or geometry (same formula, charge and spin): 3.491 eV

---

[3]
Here is C4H5NO2 in the gas phase from the OMol25 dataset. Energies are from ωB97M-V with the def2-TZVPD basis set.

```
! RIJCOSX wB97M-V def2-TZVPD def2/J DEFGRID3
* xyz 0 1
O 0.387 0.492 2.488
C 0.235 0.255 1.307
N -0.744 0.812 0.548
C -0.859 0.317 -0.819
C 0.342 -0.623 -0.908
O 1.578 0.038 -0.707
C 1.011 -0.669 0.395
H -1.302 1.462 1.083
H -0.781 1.108 -1.575
H -1.791 -0.236 -0.998
H 0.353 -1.449 -1.615
H 1.569 -1.507 0.802
*
```

total energy: -360.62642 a.u.
frontier orbital gap: 10.61 eV
strongest force on any atom: 0.84 eV/Å
energy relative to the best compared isomer or geometry (same formula, charge and spin): 1.170 eV

---

[4]
Here is C4H8O2 in the gas phase from the OMol25 dataset. Energies are from ωB97M-V with the def2-TZVPD basis set.

```
! RIJCOSX wB97M-V def2-TZVPD def2/J DEFGRID3
* xyz 0 1
C -0.264 0.338 1.965
C 0.394 -0.156 0.759
C -0.230 -0.244 -1.596
O 0.417 -1.458 -1.822
C 0.382 0.697 -0.392
O -0.198 1.840 -0.388
H 0.141 1.341 2.180
H -0.226 -0.318 2.834
H -1.304 0.574 1.681
H 0.858 -1.139 0.695
H -1.299 -0.342 -1.384
H -0.093 0.400 -2.463
H -0.044 -2.157 -1.343
H 1.466 0.624 -0.726
*
```

total energy: -307.54732 a.u.
frontier orbital gap (alpha / beta): 6.98 / 7.93 eV
strongest force on any atom: 0.49 eV/Å
energy relative to the best compared isomer or geometry (same formula, charge and spin): 4.493 eV

---

[5]
Here is C6H8OS in the gas phase in a non-equilibrium geometry from the OMol25 dataset. Energies are from ωB97M-V with the def2-TZVPD basis set.

```
! RIJCOSX wB97M-V def2-TZVPD def2/J DEFGRID3
* xyz 0 1
O 1.996 1.409 -0.010
C 1.192 0.334 -0.005
S 1.830 -1.155 0.004
C -0.300 0.638 0.007
C -1.058 0.077 -1.228
C -2.425 -0.216 -0.663
C -2.419 -0.220 0.663
C -1.057 0.089 1.228
H 1.490 2.222 -0.028
H -0.429 1.721 0.003
H -1.120 0.786 -2.033
H -0.595 -0.841 -1.569
H -3.267 -0.462 -1.280
H -3.271 -0.443 1.273
H -0.594 -0.793 1.571
H -1.056 0.805 2.063
*
```

total energy: -706.82335 a.u.
frontier orbital gap: 9.31 eV
strongest force on any atom: 1.48 eV/Å
energy relative to the best compared isomer or geometry (same formula, charge and spin): 0.621 eV

---

[6]
Here is a gas-phase ion, C2HN2 (charge +1) in a non-equilibrium geometry from the OMol25 dataset. Energies are from ωB97M-V with the def2-TZVPD basis set.

```
! RIJCOSX wB97M-V def2-TZVPD def2/J DEFGRID3
* xyz 1 1
C 0.834 -0.075 -0.024
C -0.239 -1.113 0.133
N 1.794 0.609 0.058
N -0.768 -0.049 -0.030
H -1.620 0.628 -0.138
*
```

total energy: -185.78497 a.u.
frontier orbital gap: 9.22 eV
strongest force on any atom: 3.43 eV/Å
energy relative to the best compared isomer or geometry (same formula, charge and spin): 3.570 eV